Formula: ClH2O2PS2
Source: OMol25
Level of theory: ωB97M-V/def2-TZVPD

ORCA input file:
```
! RIJCOSX wB97M-V def2-TZVPD def2/J DEFGRID3
* xyz 0 1
O -1.4762 0.4090 -0.0102
S -0.2683 1.1021 -0.5668
O -0.2829 2.4795 -0.8767
Cl 0.0414 0.1528 -2.4444
S 1.2784 0.3620 0.6145
P 0.2826 -1.5309 0.4794
H -0.6683 -1.1208 1.3369
H 1.0934 -1.8536 1.4672
*
```

Its energy above the lowest of the compared OMol25 structures with the same formula, charge and spin is 3.846 eV. The calculation puts the molecular weight at 164.6 g/mol. Its SMILES is O=S(=O)(Cl)SP.



Formula: C19H40INO3
Source: OMol25
Level of theory: ωB97M-V/def2-TZVPD

ORCA input file:
```
! RIJCOSX wB97M-V def2-TZVPD def2/J DEFGRID3
* xyz 0 1
C 4.3666 -4.4331 1.1338
C 4.3107 -3.4577 -0.0501
C 2.8872 -3.0215 -0.4655
I 2.2237 -1.5405 0.9420
C 1.9378 -4.2033 -0.6604
O 1.6095 -4.3489 -2.0707
C 0.7055 -5.3726 -2.1057
O 0.4797 -6.0401 -3.0682
O 0.1263 -5.5084 -0.8966
C 0.5264 -4.3462 -0.0807
C -0.4794 -3.2174 -0.3593
N -1.2236 -2.8150 0.8466
H 4.1287 -5.4559 0.8271
H 3.6554 -4.1267 1.9102
H 5.3691 -4.4348 1.5710
H 4.7990 -3.8856 -0.9349
H 4.8554 -2.5516 0.2335
H 2.9596 -2.5141 -1.4304
H 2.4469 -5.1379 -0.4013
H 0.4893 -4.6921 0.9556
H -1.1892 -3.5912 -1.1011
H 0.0594 -2.3615 -0.7823
H -0.6985 -3.0577 1.6803
H -1.3051 -1.8039 0.8783
C -0.5041 0.9026 -1.0261
C 0.5082 0.7012 -2.1490
C 1.4179 1.9076 -2.3710
C 0.6928 3.1907 -2.7810
C -0.1555 3.0716 -4.0465
C 0.6513 2.7080 -5.2892
H -1.1845 1.7294 -1.2347
H -1.1130 0.0061 -0.8862
H 0.0056 1.1144 -0.0830
H -0.0161 0.4459 -3.0737
H 1.1333 -0.1621 -1.9055
H 2.1673 1.6527 -3.1252
H 1.9754 2.1037 -1.4491
H 1.4386 3.9782 -2.9275
H 0.0566 3.5303 -1.9588
H -0.6601 4.0263 -4.2153
H -0.9481 2.3333 -3.8972
H 1.4270 3.4527 -5.4797
H 0.0112 2.6598 -6.1709
H 1.1378 1.7369 -5.1858
C -4.1639 4.3342 3.4380
C -2.9983 3.6662 4.1613
C -1.7804 3.4319 3.2690
C -2.0284 2.5129 2.0714
C -2.5547 1.1230 2.4274
C -1.5990 0.3132 3.2992
H -4.5325 3.7211 2.6143
H -4.9995 4.5054 4.1177
H -3.8628 5.3003 3.0276
H -3.3325 2.7194 4.5944
H -2.6951 4.2925 5.0041
H -0.9667 3.0282 3.8780
H -1.4239 4.3972 2.8959
H -1.0914 2.4060 1.5166
H -2.7304 2.9906 1.3823
H -2.7436 0.5749 1.4999
H -3.5220 1.2074 2.9296
H -0.6394 0.1783 2.7925
H -2.0089 -0.6760 3.5096
H -1.4081 0.8013 4.2557
*
```

The total energy is -36085.555 eV. The calculation puts the molecular weight at 457.4 g/mol. Its SMILES is CC[C@H](I)[C@@H]1OC(=O)O[C@@H]1CN.CCCCCC.CCCCCC.



Formula: C30H44N11S2Ti
Source: OMol25
Level of theory: ωB97M-V/def2-TZVPD

ORCA input file:
```
! RIJCOSX wB97M-V def2-TZVPD def2/J DEFGRID3
* xyz 1 3
Ti -1.1732 0.3803 -0.4227
C -0.3332 2.6234 1.3142
C 0.0486 3.2571 -0.0228
N -0.1788 2.3026 -1.1395
C -0.8197 2.9198 -2.3189
C -2.3093 3.1926 -2.0914
S -3.1993 1.7352 -1.4496
C -3.8628 2.3349 0.1221
C -2.7951 2.8016 1.1035
N -1.6222 1.9039 1.1526
H -0.3886 3.3880 2.0962
H 0.4237 1.9031 1.6121
H 1.0786 3.6001 -0.0012
H -0.5731 4.1376 -0.1918
H 0.7032 1.8845 -1.4254
H -0.6996 2.2355 -3.1571
H -0.3317 3.8618 -2.5835
H -2.7678 3.4652 -3.0398
H -2.4734 4.0195 -1.3991
H -4.4024 1.4688 0.5093
H -4.5855 3.1304 -0.0613
H -3.2401 2.8990 2.0967
H -2.4571 3.7975 0.8241
H -1.7069 1.2845 1.9560
N 1.6337 -2.3350 0.6963
C 0.7401 -1.6702 -0.0222
N 0.1000 -0.8139 0.7678
C 0.6537 -1.0413 1.9781
N 1.5998 -1.9407 1.9886
C 0.2349 -0.4001 3.2625
C 1.0374 -0.5151 4.4088
N 0.6801 0.0453 5.5541
C -0.4670 0.7202 5.5714
C -1.2651 0.8128 4.4421
N -0.9069 0.2424 3.2971
H 2.3061 -3.0127 0.3734
H 0.5213 -1.8625 -1.0591
H 1.9666 -1.0671 4.3767
H -0.7550 1.1927 6.5037
H -2.2078 1.3479 4.4617
C 2.5644 -3.2000 -3.0249
C 3.3920 -2.1762 -3.8076
C 4.1577 -1.2122 -2.9198
C 5.5479 -1.2931 -2.9282
C 6.3286 -0.5219 -2.0843
C 5.7092 0.3180 -1.1778
C 4.3226 0.4146 -1.1135
C 3.7054 1.3008 -0.0602
C 4.2149 1.0053 1.3515
C 3.5400 -0.3062 -2.0305
N 2.1150 -0.1916 -1.9767
C 1.4843 -0.0743 -3.0864
C 0.0624 -0.2554 -3.3000
C -0.4317 -0.5577 -4.5548
C -1.7639 -0.9734 -4.3878
C -2.0272 -0.8741 -3.0364
N -0.9384 -0.4173 -2.3286
H 2.1682 -3.9701 -3.6883
H 1.7115 -2.7298 -2.5299
H 3.1860 -3.6968 -2.2732
H 2.7502 -1.6670 -4.5235
H 4.1274 -2.7130 -4.4064
H 6.0249 -1.9823 -3.6162
H 7.4082 -0.5950 -2.1185
H 6.3131 0.9162 -0.5044
H 2.6306 1.1491 -0.0822
H 3.8984 2.3491 -0.3072
H 3.8924 0.0125 1.6767
H 3.8392 1.7411 2.0685
H 5.3033 1.0276 1.4094
H 2.0421 0.0831 -4.0130
H 0.1383 -0.5339 -5.4742
H -2.4442 -1.3243 -5.1489
H -2.9543 -1.1135 -2.5423
C -4.8284 -3.8813 2.6717
N -4.5292 -3.0118 1.5331
C -3.7086 -1.9498 1.5110
S -2.9442 -1.5394 0.0505
N -3.5438 -1.2129 2.6377
C -4.4622 -1.0812 3.7647
H -4.5254 -4.8965 2.4228
H -5.8905 -3.8811 2.9129
H -4.2661 -3.5754 3.5456
H -4.6817 -3.4028 0.6166
H -2.7116 -0.6432 2.6411
H -5.4229 -1.5130 3.5073
H -4.6214 -0.0237 3.9699
H -4.0886 -1.5562 4.6708
*
```

Its energy above the lowest of the compared OMol25 structures with the same formula, charge and spin is 0.579 eV. The calculation puts the molecular weight at 670.8 g/mol.



Formula: C11H18
Source: OMol25
Level of theory: ωB97M-V/def2-TZVPD

ORCA input file:
```
! RIJCOSX wB97M-V def2-TZVPD def2/J DEFGRID3
* xyz 0 1
C -2.2906 2.4480 0.6969
C -0.8748 2.0317 0.4046
C -0.3911 2.0070 -0.9083
C 0.9549 1.7789 -1.1667
C 1.8152 1.6427 -0.0878
C 1.3669 1.6421 1.2186
C 0.0109 1.8335 1.4663
H -2.3912 3.5308 0.6129
H -2.6149 2.1377 1.6759
H -2.9940 1.9890 -0.0003
H -1.1683 2.1412 -1.6377
H 1.2865 1.9662 -2.1796
H 2.8689 1.8251 -0.2801
H 2.0146 1.5254 2.0572
H -0.4243 2.0216 2.4397
C -1.3834 -2.4397 -0.5059
C 0.1672 -2.5207 -0.2039
C 0.3914 -3.6166 0.8229
C 0.9328 -2.7655 -1.4721
H -1.8162 -3.4200 -0.3228
H -1.5726 -2.0303 -1.4934
H -1.8390 -1.8018 0.2538
H 0.2368 -1.5903 0.3164
H 0.0169 -4.5884 0.4689
H 1.4525 -3.7339 1.0227
H -0.1884 -3.5307 1.7449
H 0.9316 -3.8136 -1.7687
H 0.7555 -2.0886 -2.3045
H 2.0052 -2.5648 -1.2962
*
```

Its energy above the lowest of the compared OMol25 structures with the same formula, charge and spin is 0.892 eV. The calculation puts the molecular weight at 150.3 g/mol. Its SMILES is Cc1ccccc1.CC(C)C.



Formula: C12H18NO3PtS4
Source: OMol25
Level of theory: ωB97M-V/def2-TZVPD

ORCA input file:
```
! RIJCOSX wB97M-V def2-TZVPD def2/J DEFGRID3
* xyz 1 1
Pt 0.1531 -1.5304 0.3676
C 2.1563 0.7503 -0.9131
C 1.4241 1.7099 0.0293
S -0.2545 1.1384 0.3999
C -0.3045 1.0263 2.2093
C 0.7794 0.2181 2.9208
S 0.8930 -1.5873 2.5055
C 2.6860 -1.7853 2.2163
C 3.2374 -0.8601 1.1567
S 2.2586 -1.0017 -0.3750
H 3.1792 1.0799 -1.1007
H 1.6475 0.6955 -1.8776
H 1.3218 2.6715 -0.4739
H 1.9774 1.8871 0.9511
H -1.2895 0.5920 2.3972
H -0.3204 2.0283 2.6396
H 0.5663 0.2502 3.9907
H 1.7678 0.6474 2.7784
H 2.7908 -2.8327 1.9334
H 3.2109 -1.6460 3.1626
H 4.2666 -1.1381 0.9305
H 3.2420 0.1823 1.4664
N -1.8337 -2.1359 0.6365
C -2.1457 -1.2386 -0.4166
C -3.0340 -0.1881 -0.3477
C -2.9897 0.7311 -1.3885
C -2.0937 0.5851 -2.4524
C -1.2598 -0.5051 -2.5369
C -1.2846 -1.4557 -1.5125
S -1.9943 1.8975 -3.7028
O -1.1175 1.3264 -4.6976
O -3.3707 2.0894 -4.0773
O -1.4098 2.9434 -2.8815
H -2.2992 -2.0324 1.5344
H -1.9633 -3.1122 0.3719
H -3.6852 -0.0522 0.5061
H -3.6323 1.6031 -1.3856
H -0.6143 -0.5903 -3.4024
H -0.6612 -2.3609 -1.5623
*
```

The total energy is -66948.643 eV. The calculation puts the molecular weight at 547.6 g/mol.



Formula: C18H22N2O2Si
Source: OMol25
Level of theory: ωB97M-V/def2-TZVPD

ORCA input file:
```
! RIJCOSX wB97M-V def2-TZVPD def2/J DEFGRID3
* xyz 0 1
C -1.9796 -0.1466 6.6391
Si -0.3032 0.0692 5.6977
C 0.6440 1.6384 6.1877
C 0.9115 -1.3738 5.9783
C -0.4938 0.3642 3.9207
C -0.7038 0.5313 2.7466
C -0.9303 0.6163 1.3445
C -1.5234 -0.6749 0.7288
C -0.4659 -1.8055 0.7413
C 0.8315 -1.5885 -0.1129
C 0.4324 -1.7260 -1.5031
O -0.1889 -2.6926 -1.9080
C 0.7771 -0.6778 -2.4910
N 1.4900 0.4150 -2.2309
C 1.4990 1.0766 -3.3653
C 0.7847 0.4116 -4.3404
C 0.5637 0.9246 -5.6947
C -0.4816 0.3017 -6.3580
C -0.5882 0.5785 -7.6794
C 0.2676 1.4210 -8.3139
C 1.4306 1.8438 -7.6598
N 1.5340 1.5788 -6.3183
O 0.3128 -0.7501 -3.8075
H -2.1054 -1.0298 7.2470
H -2.1228 0.6747 7.3361
H -2.6688 -0.0624 5.8026
H 1.6925 1.3850 6.4599
H 0.5060 2.3944 5.4342
H 0.1810 2.1113 7.0640
H 1.8618 -1.2866 5.3767
H 0.2660 -2.1921 5.6866
H 1.0478 -1.3669 7.0500
H -0.0669 0.8557 0.7602
H -1.5890 1.5124 1.1453
H -2.3733 -1.0159 1.3756
H -1.7964 -0.5937 -0.3363
H -0.2275 -1.9260 1.7982
H -0.9584 -2.7613 0.5088
H 1.2812 -0.5826 0.0656
H 1.5800 -2.4304 0.1047
H 1.8904 2.1073 -3.4772
H -1.2234 -0.2853 -5.7902
H -1.2885 0.0651 -8.3490
H 0.1420 1.6449 -9.3116
H 2.1513 2.4470 -8.1528
*
```

The total energy is -33973.399 eV. The calculation puts the molecular weight at 326.5 g/mol. Its SMILES is C[Si](C)(C)C#CCCCCC(=O)c1ncc(-c2ccccn2)o1.